1.
Formula: C25H55FN2O11PS5
Source: the OMol25 dataset
Level of theory: the ωB97M-V functional and the def2-TZVPD basis

Structure (XYZ):
```
100
Properties=species:S:1:pos:R:3:mulliken_charge:R:1
C 3.355 -1.445 -4.377 -1.422
C 2.578 -0.195 -4.080 0.131
N 1.160 -0.424 -4.021 -0.436
P 0.397 -0.365 -2.384 3.294
F 1.757 -1.324 -1.693 -0.607
C -1.163 0.542 -3.008 -0.824
C -1.748 -0.017 -4.290 -0.778
C -2.333 -1.336 -4.116 0.315
N -3.450 -1.412 -3.255 -0.563
O -1.916 -2.292 -4.650 -0.616
H 3.319 -2.115 -3.554 0.222
H 4.357 -1.254 -4.688 0.486
H 2.875 -1.941 -5.186 0.348
H 2.769 0.465 -4.909 0.447
H 2.929 0.312 -3.209 -0.252
H 0.895 -1.251 -4.529 0.204
H -0.283 -1.635 -2.585 -1.093
H -0.109 -0.288 -1.027 -0.968
H 1.096 0.831 -2.153 -0.596
H -0.968 1.575 -3.155 0.538
H -1.918 0.439 -2.253 0.061
H -2.559 0.628 -4.567 0.539
H -1.082 -0.041 -5.116 0.370
H -4.003 -2.174 -3.619 0.351
H -3.081 -1.733 -2.367 0.249
C 0.148 -5.357 -4.065 -0.189
C 1.272 -5.612 -3.048 -0.694
C 0.766 -5.130 -1.681 -0.382
S -1.022 -5.301 -1.725 0.994
O -1.583 -3.989 -1.667 -0.448
O -1.439 -6.357 -0.826 -0.797
C -1.133 -5.873 -3.416 -0.803
H 0.340 -5.854 -5.014 0.393
H 0.058 -4.286 -4.255 -0.048
H 1.494 -6.681 -3.006 0.307
H 2.189 -5.096 -3.325 0.368
H 1.155 -5.724 -0.859 0.388
H 0.988 -4.075 -1.518 0.072
H -2.037 -5.478 -3.872 0.434
H -1.165 -6.963 -3.395 0.344
C -2.981 -0.199 2.989 -0.245
C -1.686 0.593 3.229 -0.926
C -1.181 1.083 1.863 -0.369
S -2.640 1.246 0.826 1.168
O -2.522 0.292 -0.235 -0.476
O -2.896 2.642 0.565 -0.802
C -3.819 0.648 2.038 -0.855
H -3.514 -0.402 3.916 0.421
H -2.744 -1.156 2.520 -0.013
H -1.903 1.449 3.873 0.333
H -0.931 -0.011 3.730 0.417
H -0.686 2.048 1.927 0.351
H -0.520 0.363 1.379 0.098
H -4.604 0.090 1.540 0.402
H -4.241 1.516 2.544 0.315
C 3.742 2.956 2.019 -0.213
C 4.874 2.042 1.531 -0.785
C 4.287 1.121 0.450 -0.889
S 2.926 2.029 -0.299 1.219
O 1.708 1.346 0.012 -0.612
O 3.286 2.400 -1.638 -0.725
C 3.051 3.474 0.761 -0.900
H 4.120 3.769 2.628 0.117
H 3.037 2.377 2.623 0.287
H 5.671 2.654 1.106 0.271
H 5.305 1.462 2.346 0.411
H 5.008 0.875 -0.323 0.418
H 3.874 0.208 0.871 0.394
H 2.057 3.874 0.945 0.456
H 3.666 4.213 0.249 0.353
C 4.730 8.670 3.975 -0.573
C 3.800 7.560 4.489 -0.769
C 3.389 6.708 3.280 -0.432
S 4.739 6.840 2.095 1.197
O 4.257 7.522 0.926 -0.668
O 5.428 5.580 2.007 -0.629
C 5.733 7.982 3.053 -0.787
H 5.231 9.189 4.791 0.350
H 4.152 9.405 3.413 0.293
H 4.337 6.942 5.211 0.314
H 2.927 7.967 4.994 0.345
H 3.251 5.663 3.541 0.257
H 2.492 7.091 2.800 0.391
H 6.247 8.663 2.380 0.401
H 6.455 7.395 3.619 0.336
C -5.286 -4.964 1.747 -0.771
C -6.816 -4.928 1.869 -0.656
C -7.166 -3.914 2.963 -0.758
S -5.823 -2.716 2.974 1.320
O -5.134 -2.813 4.239 -0.681
O -6.309 -1.449 2.488 -0.693
C -4.833 -3.508 1.713 -0.508
H -4.960 -5.494 0.862 0.407
H -4.857 -5.467 2.616 0.336
H -7.248 -4.610 0.919 0.302
H -7.225 -5.910 2.102 0.339
H -8.098 -3.393 2.765 0.342
H -7.204 -4.376 3.947 0.351
H -3.779 -3.373 1.939 0.332
H -5.072 -3.038 0.760 0.349
```

Properties
- charge = -1
- LUMO (eV) = 1.672
- HOMO-LUMO gap (eV) = 5.0
- multiplicity = 1
- E (eV) = -118500.506

2.
Formula: C3H5F
Source: the OMol25 dataset
Level of theory: the ωB97M-V functional and the def2-TZVPD basis

Structure (XYZ):
```
9
Properties=species:S:1:pos:R:3:nbo_charge:R:1
C 0.407 1.241 0.047 -0.547
C 0.560 -0.065 0.008 0.107
C 0.622 -1.326 0.053 -0.495
F -2.173 -0.152 0.084 -0.567
H 0.925 1.732 0.821 0.234
H -0.146 1.763 -0.694 0.217
H -0.104 -1.809 0.616 0.249
H 1.420 -1.701 -0.599 0.241
H -1.511 0.317 -0.336 0.561
```

Properties
- charge = 0
- SMILES = C=C=C.F
- energy above the lowest of the compared OMol25 structures with the same formula, charge and spin (kJ/mol) = 129.1
- LUMO (eV) = 0.948
- HOMO-LUMO gap (eV) = 11.2
- multiplicity = 1
- E (eV) = -5907.292

3.
Formula: C7H23N2NiOSb
Source: the OMol25 dataset
Level of theory: the ωB97M-V functional and the def2-TZVPD basis

Structure (XYZ):
```
35
Properties=species:S:1:pos:R:3:nbo_charge:R:1
Ni 0.169 0.511 -0.938 1.218
N 0.767 1.191 -3.971 -0.664
N 0.341 0.091 -3.121 -0.739
H 1.767 1.310 -3.892 0.351
H 0.402 2.044 -3.519 0.351
H 1.113 -0.531 -2.891 0.417
H -0.370 -0.423 -3.639 0.367
C 3.476 -0.539 0.507 -0.631
C 2.184 -1.235 0.266 0.106
C 2.424 -2.730 0.132 -0.622
O 1.520 -0.841 -0.963 -0.998
H 3.962 -0.781 1.434 0.208
H 3.248 0.590 0.481 0.209
H 4.255 -0.812 -0.228 0.203
H 1.466 -1.011 1.155 0.126
H 2.881 -2.893 -0.796 0.208
H 1.440 -3.198 0.124 0.200
H 2.988 -3.204 0.913 0.197
C 0.483 2.452 -0.435 -1.234
H -0.396 3.200 -0.432 0.192
H 1.308 2.806 -1.061 0.196
H 0.810 2.349 0.605 0.195
C -3.739 -0.608 0.245 -1.041
Sb -1.976 0.026 0.981 1.036
C -1.870 -0.978 2.800 -1.020
C -2.557 2.018 1.611 -0.965
H -4.551 -0.207 0.820 0.232
H -3.894 -1.661 0.156 0.244
H -3.818 -0.179 -0.799 0.241
H -2.890 -1.404 3.050 0.233
H -1.481 -0.339 3.596 0.243
H -1.289 -1.895 2.701 0.242
H -2.814 1.906 2.688 0.230
H -3.502 2.216 1.129 0.222
H -1.856 2.760 1.292 0.246
```

Properties
- charge = 0
- energy above the lowest of the compared OMol25 structures with the same formula, charge and spin (kJ/mol) = 2.0
- <S²> = 2.008
- LUMO (alpha / beta) (eV) = 0.576 / 0.463
- HOMO-LUMO gap (alpha / beta) (eV) = 8.1 / 8.8
- multiplicity = 3
- E (eV) = -60236.642

4.
Formula: C26H18BrCl5NO9PS2W
Source: the OMol25 dataset
Level of theory: the ωB97M-V functional and the def2-TZVPD basis

Structure (XYZ):
```
64
Properties=species:S:1:pos:R:3:nbo_charge:R:1
W 0.233 0.731 0.120 2.066
Cl 5.432 -0.075 4.990 0.140
C 4.066 -0.175 3.979 -0.071
C 4.139 0.320 2.671 -0.061
Cl 5.555 1.054 2.069 0.126
C 3.015 0.211 1.869 -0.127
Cl 2.936 0.917 0.292 0.257
C 1.841 -0.379 2.322 0.321
O 0.808 -0.456 1.442 -0.656
C 1.749 -0.829 3.629 -0.106
Cl 0.285 -1.507 4.186 0.098
C 2.872 -0.731 4.456 -0.062
Cl 2.782 -1.300 6.061 0.135
Br 2.036 -3.558 1.172 0.103
C 2.177 -3.040 -0.646 0.168
C 2.818 -3.925 -1.517 -0.230
C 2.928 -3.566 -2.844 -0.130
C 2.406 -2.344 -3.260 -0.164
C 1.798 -1.552 -2.303 0.044
N 1.674 -1.884 -1.013 -0.463
C 1.252 -0.237 -2.722 0.792
O 1.240 0.227 -3.805 -0.432
O 0.745 0.533 -1.647 -0.700
H 3.214 -4.859 -1.147 0.261
H 3.419 -4.224 -3.548 0.255
H 2.468 -2.003 -4.284 0.266
O -1.297 1.252 1.464 -0.949
S -0.626 2.308 2.356 2.406
O -0.923 2.201 3.731 -0.833
O 0.780 2.077 1.938 -0.912
C -1.320 3.814 1.726 -0.265
C -1.743 4.719 2.680 -0.157
C -2.426 5.879 2.298 -0.152
C -2.702 6.114 0.970 -0.154
C -2.267 5.211 -0.004 -0.130
C -1.587 4.070 0.366 -0.391
S -0.915 3.109 -0.947 2.427
O -1.474 1.719 -0.989 -0.927
O -0.945 3.831 -2.154 -0.815
O 0.453 2.736 -0.374 -0.904
H -1.565 4.516 3.726 0.266
H -2.743 6.580 3.057 0.254
H -3.237 7.003 0.669 0.255
H -2.438 5.419 -1.051 0.266
C -3.297 -0.299 -0.147 -0.956
P -1.651 -1.016 -0.194 1.275
C -1.527 -2.139 1.197 -0.987
C -1.458 -1.854 -1.756 -0.365
C -1.197 -3.226 -1.783 -0.210
C -1.110 -3.879 -3.002 -0.188
C -1.283 -3.171 -4.184 -0.157
C -1.550 -1.808 -4.156 -0.190
C -1.641 -1.144 -2.943 -0.210
H -3.986 -1.149 -0.163 0.273
H -3.468 0.315 -1.027 0.280
H -3.448 0.282 0.758 0.281
H -0.595 -2.699 1.180 0.280
H -2.384 -2.816 1.161 0.277
H -1.573 -1.549 2.111 0.287
H -1.059 -3.789 -0.869 0.229
H -0.919 -4.943 -3.030 0.241
H -1.220 -3.686 -5.133 0.244
H -1.688 -1.259 -5.076 0.247
H -1.858 -0.081 -2.931 0.238
```

Properties
- charge = +2
- energy above the lowest of the compared OMol25 structures with the same formula, charge and spin (kJ/mol) = 146.3
- LUMO (eV) = -8.247
- HOMO-LUMO gap (eV) = 6.0
- multiplicity = 1
- E (eV) = -212597.907

5.
Formula: C4H8O2
Source: the OMol25 dataset
Level of theory: the ωB97M-V functional and the def2-TZVPD basis

Structure (XYZ):
```
14
Properties=species:S:1:pos:R:3:nbo_charge:R:1
C 1.128 -1.928 -0.481 -0.165
O 0.853 -1.541 0.729 -0.350
C 1.255 -0.472 1.340 -0.144
C -0.452 1.296 -0.657 0.440
O 0.170 2.330 -0.696 -0.531
C -1.895 1.182 -0.249 -0.725
H 0.737 -2.894 -0.753 0.177
H 0.020 0.333 -0.967 0.102
H 1.860 -1.374 -1.058 0.158
H 0.905 -0.351 2.353 0.177
H 1.977 0.171 0.850 0.163
H -2.304 2.152 0.046 0.231
H -1.973 0.467 0.578 0.234
H -2.470 0.771 -1.086 0.233
```

Properties
- charge = 0
- energy above the lowest of the compared OMol25 structures with the same formula, charge and spin (kJ/mol) = 462.0
- LUMO (alpha / beta) (eV) = 0.586 / 0.575
- HOMO-LUMO gap (alpha / beta) (eV) = 8.3 / 8.3
- multiplicity = 1
- E (eV) = -8368.494

6.
Formula: C5H8F3N2O3
Source: the OMol25 dataset
Level of theory: the ωB97M-V functional and the def2-TZVPD basis

Structure (XYZ):
```
21
Properties=species:S:1:pos:R:3:nbo_charge:R:1
C 1.691 2.400 -1.026 -0.749
C -0.056 -0.002 1.922 -0.785
C 0.303 2.260 -0.628 0.057
C 0.015 -0.038 0.482 0.352
C -0.120 -1.287 -1.549 1.086
N -2.040 -2.621 1.040 0.763
N -0.219 -1.191 -0.150 -0.216
O -2.732 -1.725 0.776 -0.246
O -1.955 -3.662 1.517 -0.170
O -0.573 -2.309 0.594 -0.351
F -1.229 -0.758 -2.091 -0.305
F 0.897 -0.570 -2.013 -0.289
F -0.034 -2.526 -2.021 -0.268
H 2.285 1.631 -0.438 0.296
H 2.040 2.351 -2.094 0.264
H 2.069 3.265 -0.580 0.284
H -0.699 0.835 2.191 0.277
H -0.319 -0.963 2.350 0.248
H 0.953 0.195 2.322 0.291
H 0.373 2.460 0.522 0.222
H -0.649 2.256 -1.125 0.237
```

Properties
- charge = +1
- energy above the lowest of the compared OMol25 structures with the same formula, charge and spin (kJ/mol) = 221.2
- LUMO (alpha / beta) (eV) = -5.668 / -5.669
- HOMO-LUMO gap (alpha / beta) (eV) = 8.6 / 8.6
- multiplicity = 1
- E (eV) = -22573.083

Q: Which formula does entry 5 have?
A: C4H8O2

Q: Which value of charge does entry 6 give?
A: +1